# 1
The following is a quantum chemistry calculation of a single C5H8N2 molecule at a distorted geometry, from the Open Molecules 2025 dataset.

Structure (XYZ):
```
15
Properties=species:S:1:pos:R:3:nbo_charge:R:1
C 0.0648 2.5048 -0.5347 -0.792
C 0.4093 1.1516 -0.5244 0.227
C 0.9575 0.0827 -1.3318 -0.339
C 0.4771 -1.0763 -0.7972 0.015
N -0.3138 -0.8261 0.3001 -0.215
C -0.5591 -1.7385 1.3944 -0.404
N -0.1428 0.5280 0.5543 -0.414
H -0.9963 2.6789 -0.7100 0.210
H 0.7304 3.2711 -0.8927 0.204
H 1.4484 0.1889 -2.2892 0.237
H 0.5818 -2.1021 -1.1419 0.218
H -0.6569 -2.7478 0.9838 0.216
H -1.5051 -1.4682 1.8702 0.212
H 0.2397 -1.7317 2.1468 0.199
H -0.7350 1.2847 0.9724 0.425
```

Values from the calculation:
total charge: 0
highest occupied orbital energy: -0.241 Eh
E_LUMO: 0.75 eV
E_tot: -304.702964 hartree
maximum force: 1.380 eV/A
energy relative to the best compared isomer or geometry (same formula, charge and spin): 83.2 kcal/mol


# 2
The following is a quantum chemistry calculation of C5H4O as an isolated structure at a distorted geometry, from the Open Molecules 2025 dataset.

Structure (XYZ):
```
10
Properties=species:S:1:pos:R:3:nbo_charge:R:1
C 0.0150 1.9407 0.0754 -0.671
C 0.5630 -1.9164 -0.2002 -0.592
C -0.7500 -1.8937 0.2397 0.764
C 0.6202 -0.5306 -0.2250 0.033
C -0.0403 0.4796 0.0706 -0.056
O -1.6277 -2.5344 0.7046 -0.433
H 1.1016 -2.5779 -0.8544 0.264
H -0.4526 2.3615 0.9634 0.228
H 1.0409 2.3192 0.0336 0.238
H -0.4703 2.3520 -0.8077 0.223
```

Values from the calculation:
total charge: 0
highest occupied orbital energy: -0.293 Eh
E_LUMO: -0.11 eV
E_tot: -267.980083 hartree
maximum force: 6.907 eV/A
energy relative to the best compared isomer or geometry (same formula, charge and spin): 83.0 kcal/mol


# 3
The following is a quantum chemistry calculation of a 4-piece molecular cluster, C31H29N6O8S2 overall at a distorted geometry, from the Open Molecules 2025 dataset.

Structure (XYZ):
```
76
Properties=species:S:1:pos:R:3:mulliken_charge:R:1
O -3.0493 -1.1757 1.1273 -0.437
C -3.7017 -0.1371 0.8196 0.104
O -5.1104 -0.1178 0.9808 -0.361
C -2.8311 1.0862 0.2533 0.634
C -2.6099 2.3644 1.1062 -0.452
C -1.7154 3.4824 0.4662 -0.377
N -1.1823 3.3163 -0.8584 0.047
C -1.3607 2.1442 -1.6977 -0.714
C -2.1955 0.9492 -1.1860 0.499
C -2.4546 -0.4268 -1.9519 -0.591
C -1.7195 -0.5591 -3.3799 0.003
C -1.0336 -2.0421 -3.4149 -0.968
S 0.7268 -2.0608 -2.8326 -0.075
C 1.8625 -1.4728 -4.1582 0.303
S 1.4060 -0.2698 -5.2646 -0.272
N 3.2400 -2.0000 -4.3389 0.179
C 4.1442 -1.8262 -5.4631 -0.160
C 5.4766 -2.5421 -5.1320 -0.340
N 5.3155 -3.1794 -3.8085 -0.513
C 3.9852 -2.8227 -3.3930 -0.059
H -5.3450 0.7256 1.4345 0.321
H -3.0553 2.4561 2.1615 0.405
H -1.4880 4.4472 1.0455 0.377
H -0.5870 4.0783 -1.2419 0.332
H -0.8650 2.1085 -2.7244 0.321
H -2.0062 -1.2569 -1.2767 0.359
H -3.5815 -0.6857 -2.0212 0.431
H -2.5066 -0.5738 -4.2177 0.292
H -0.8817 0.1933 -3.5603 -0.055
H -1.6078 -2.7892 -2.7401 0.443
H -1.1132 -2.4708 -4.4769 0.421
H 3.9565 -1.2565 -6.4270 0.278
H 6.4106 -2.5726 -5.7973 0.308
H 3.6259 -3.2137 -2.3877 0.277
C 2.1273 3.1020 2.0368 -0.587
C 2.9769 4.1492 2.3809 -0.352
C 3.6909 4.8214 1.3929 -0.389
C 3.5420 4.4378 0.0613 -0.043
C 2.6985 3.3847 -0.2885 -0.597
C 1.9910 2.7171 0.7060 -0.444
N 4.2714 5.1580 -0.9854 1.012
O 5.0159 6.0635 -0.6401 -0.588
O 4.0895 4.8143 -2.1455 -0.599
H 1.5680 2.5839 2.8091 0.290
H 3.0806 4.4442 3.4203 0.534
H 4.3497 5.6360 1.6744 0.482
H 2.5811 3.0765 -1.3224 0.588
H 1.3292 1.8974 0.4439 0.728
C -6.3454 -3.4580 1.1118 -0.372
C -6.7323 -4.7934 1.0458 -0.472
C -7.8363 -5.1623 0.2835 -0.371
C -8.5439 -4.1840 -0.4132 0.011
C -8.1662 -2.8444 -0.3451 -0.496
C -7.0624 -2.4844 0.4219 -0.204
N -9.6920 -4.5706 -1.2376 0.992
O -10.0056 -5.7521 -1.2586 -0.588
O -10.2681 -3.6897 -1.8606 -0.592
H -5.4795 -3.1742 1.7034 0.386
H -6.1706 -5.5480 1.5867 0.386
H -8.1273 -6.2063 0.2404 0.446
H -8.7144 -2.0765 -0.8803 0.435
H -6.7579 -1.4447 0.4796 0.468
C 7.1126 1.0138 5.6077 -0.428
C 6.7295 -0.3227 5.5397 -0.454
C 5.6222 -0.6926 4.7837 -0.448
C 4.9070 0.2862 4.0948 -0.012
C 5.2813 1.6271 4.1650 0.080
C 6.3883 1.9877 4.9258 -0.488
N 3.7557 -0.1016 3.2772 0.970
O 3.4455 -1.2832 3.2537 -0.595
O 3.1691 0.7810 2.6581 -0.593
H 7.9810 1.2979 6.1945 0.380
H 7.2970 -1.0773 6.0745 0.380
H 5.3344 -1.7373 4.7391 0.440
H 4.7276 2.3953 3.6359 0.363
H 6.6901 3.0283 4.9849 0.384
```

Values from the calculation:
total charge: +1
highest occupied orbital energy: -0.383 Eh
E_LUMO: -5.33 eV
E_tot: -2924.729926 hartree
maximum force: 5.818 eV/A